This record from OMol25 describes 3 unconnected molecules or ions with the total composition C23H31FINO3 in a non-equilibrium geometry. The level of theory is the ωB97M-V functional and the def2-TZVPD basis.

```
! wB97M-V def2-TZVPD RIJCOSX def2/J DEFGRID3
* xyz 0 1
I -3.386 -0.009 -3.285
F -8.962 1.447 -2.407
O -1.178 1.748 -1.182
O -6.947 6.199 -1.558
O -6.362 1.556 -4.281
N -1.814 -0.133 0.813
C -6.423 2.157 -3.090
C -3.659 1.885 -2.179
C -5.268 4.142 -1.400
C 1.602 -1.482 2.935
C -6.775 4.861 -1.498
C 1.529 -0.092 -2.145
C -1.492 0.706 -0.150
C 0.985 -2.250 4.107
C 3.382 -4.042 5.064
C -2.436 2.543 -1.247
C 3.200 -2.572 5.412
C -7.883 2.472 -2.336
C 4.373 -0.367 -4.615
C 1.648 -1.140 -3.255
C 1.643 0.023 3.155
C 2.938 -1.969 -3.245
C -4.030 4.760 -0.504
C 1.735 -2.132 5.439
C -5.091 2.708 -2.243
C 4.237 -1.165 -3.327
C 1.521 -0.693 -0.747
C -8.042 3.771 -1.567
C -2.573 3.954 -0.420
H 5.080 -1.864 -3.262
H 5.340 0.146 -4.639
H 4.319 -1.024 -5.490
H 1.547 -0.637 -4.224
H -4.141 5.755 0.121
H 2.278 0.289 4.004
H 4.443 -4.310 5.109
H 3.632 -2.395 6.404
H 3.593 0.394 -4.703
H 2.337 0.643 -2.224
H -9.070 3.956 -1.012
H 0.903 -3.307 3.828
H 1.007 -1.685 2.037
H 0.594 0.461 -2.291
H 0.700 -1.407 -0.634
H 2.611 -1.850 2.723
H -0.043 -1.900 4.258
H 4.329 -0.493 -2.467
H 0.796 -1.828 -3.186
H 2.965 -2.587 -2.339
H 1.388 0.098 -0.001
H 2.902 -2.672 -4.087
H 2.844 -4.682 5.772
H -1.664 4.327 0.230
H 3.026 -4.266 4.055
H 2.050 0.520 2.268
H 1.199 -2.729 6.189
H 1.687 -1.095 5.792
H 0.639 0.419 3.334
H 3.774 -1.956 4.712
H 2.460 -1.205 -0.523
*
```

SMILES = N#COc1ccc2c(c1I)C(=O)C(F)=CC2=O.CCCCCC.CCCCCC
Maximum force = 12.21 eV Å⁻¹
HOMO-LUMO gap = 7.143 eV

Here are the Löwdin charges for atoms 1 to 6, given in e:
1. I 0.84
2. F -0.04
3. O -0.13
4. O -0.03
5. O -0.03
6. N 0.14